# 1
DFT (ωB97M-V/def2-TZVPD) results for a molecular structure, C19H32CrN6O2SSe2 at a distorted geometry.

Atoms and positions in Å:
Cr 0.6282 1.1744 0.1658
O 3.0861 3.8032 3.0088
C 1.7305 3.4229 2.7853
C 1.2447 2.3305 3.7379
C 1.4721 2.8674 5.1681
O 1.0446 1.9720 6.1940
C 2.0678 1.0482 3.6172
Se 2.2557 0.2193 1.8312
C -0.2656 2.0813 3.5933
Se -1.0767 1.9966 1.7872
H 3.6451 3.0574 2.7656
H 1.5976 3.0984 1.7612
H 1.1196 4.3175 2.9211
H 0.9661 3.8369 5.2613
H 2.5345 3.0293 5.3324
H 0.0880 1.8885 6.1502
H 1.6565 0.2885 4.2739
H 3.0881 1.2389 3.9410
H -0.8076 2.8974 4.0728
H -0.5345 1.1504 4.0894
N 1.5245 -2.4215 -0.0887
C 0.8812 -3.7656 0.1032
C 0.0137 -3.7683 1.3642
C -1.2200 -2.8634 1.2749
N -0.7796 -1.4637 1.3312
C -2.0138 -3.1941 -0.0017
C -1.1999 -3.2189 -1.3046
N -0.7620 -1.8732 -1.6994
C 0.0326 -4.1258 -1.1313
H 1.8931 -2.0007 0.7764
H 0.7843 -1.7813 -0.4581
H 2.2593 -2.4428 -0.7991
H 1.6819 -4.4938 0.2233
H 0.6231 -3.4630 2.2218
H -0.3140 -4.7944 1.5454
H -1.8672 -3.1130 2.1234
H -0.2666 -1.2883 2.1902
H -1.5697 -0.8272 1.3578
H -2.8481 -2.4908 -0.1049
H -2.4449 -4.1907 0.1308
H -1.8359 -3.6504 -2.0836
H -1.5130 -1.1998 -1.6388
H -0.3894 -1.8655 -2.6460
H 0.6514 -4.0772 -2.0334
H -0.3101 -5.1558 -1.0180
S 2.5856 -1.3746 -3.2193
C 2.0845 -0.2976 -2.1114
N 1.6823 0.4030 -1.2699
N -1.9635 3.1080 -2.5621
C -1.6864 2.1809 -1.6192
N -0.4337 2.1889 -1.2657
C 0.1706 3.2027 -2.0157
C 1.4865 3.6602 -2.0241
C 1.7881 4.7066 -2.8706
C 0.8127 5.2903 -3.6958
C -0.4935 4.8450 -3.6961
C -0.7907 3.7919 -2.8370
H -2.8675 3.2917 -2.9571
H -2.4436 1.5428 -1.1885
H 2.2405 3.2054 -1.3956
H 2.7992 5.0908 -2.8989
H 1.0928 6.1098 -4.3462
H -1.2510 5.2971 -4.3255

Its LUMO energy (spin up / spin down) is 0.10 / 0.09 eV. The energy is -7467.8372 Ha. The calculation puts the gap between HOMO and LUMO (spin up / spin down) at 6.86 / 7.15 eV. The value obtained for the strongest force on any atom is 1.59 eV Å⁻¹. The spin multiplicity is 5. For the energy above the lowest of the compared OMol25 structures with the same formula, charge and spin, the calculation gives 0.00 kJ/mol.

The natural (NBO) scheme yields these atomic charges, measured in e: 0.900, -0.727, -0.048, -0.160, -0.046, -0.724, -0.520, -0.448, -0.529, -0.425, 0.471, 0.162, 0.182, 0.159, 0.196, 0.462, 0.221, 0.210, 0.210, 0.204, -0.813, -0.035, -0.421, -0.045, -0.868, -0.413, -0.039, -0.854, -0.426, 0.461, 0.519, 0.443, 0.216, 0.222, 0.223, 0.182, 0.384, 0.387, 0.210, 0.216, 0.184, 0.365, 0.388, 0.229, 0.224, -0.274, 0.157, -0.698, -0.512, 0.254, -0.550, 0.140, -0.201, -0.209, -0.198, -0.224, 0.096, 0.426, 0.216, 0.225, 0.223, 0.220, 0.220

# 2
DFT (ωB97M-V/def2-TZVPD) results for a molecular structure, C33H32ClFeN2O at a distorted geometry.

Atoms and positions in Å:
C 3.6983 -6.5243 1.2600
O 3.2275 -5.6029 2.2687
C 2.1498 -4.8503 1.9193
C 1.6900 -3.8609 2.8327
C 0.7477 -2.9430 2.4361
C 0.1400 -3.0162 1.1349
C -0.8686 -2.1102 0.7308
C -1.9702 -2.5330 -0.1445
C -3.2323 -3.1441 0.3238
C -4.0345 -3.4964 -0.8218
C -3.2965 -3.1256 -2.0264
C -2.0376 -2.5388 -1.6252
Fe -3.5656 -1.5827 -0.8426
C -2.7651 0.0578 -0.2691
C -3.9466 -0.2167 0.5384
C -5.0694 -0.3538 -0.3642
C -4.6025 -0.1012 -1.7104
C -3.1915 0.1931 -1.6522
C 0.4978 -4.1247 0.3070
C 1.4762 -5.0132 0.6837
H 4.6459 -6.9102 1.6312
H 2.9830 -7.3462 1.1213
H 3.8480 -6.0101 0.3009
H 2.0896 -3.8594 3.8460
H 0.4209 -2.1397 3.1073
H -1.0536 -1.2487 1.3841
H -3.4493 -3.3148 1.3822
H -4.9858 -4.0223 -0.7857
H -3.6036 -3.3160 -3.0508
H -1.2284 -2.1863 -2.2708
H -1.7465 0.1843 0.0829
H -3.9776 -0.2588 1.6268
H -6.1049 -0.5199 -0.0791
H -5.2223 -0.0335 -2.6004
H -2.5641 0.5281 -2.4761
H 0.0026 -4.2533 -0.6556
H 1.7223 -5.8564 0.0381
C 1.2168 2.9486 2.3176
N 1.7126 2.2511 1.1441
C 0.7762 1.9185 0.0643
H 0.2392 0.9153 0.2766
C -0.2129 3.0439 -0.1721
C 0.2294 4.3375 -0.4982
C -0.7058 5.3503 -0.7478
Cl -0.1211 6.9266 -1.0922
C -2.0854 5.0955 -0.7196
C -2.5110 3.8076 -0.3893
C -1.5749 2.8428 -0.0335
N 1.6994 1.7521 -1.0661
C 1.1865 1.8624 -2.4195
C 2.9715 2.1898 -0.7358
C 2.9798 2.5005 0.6429
C 4.0366 3.2261 1.2133
C 5.0471 3.6953 0.3617
C 5.0410 3.3837 -1.0119
C 4.0234 2.5968 -1.5710
H 2.0410 3.1013 3.0178
H 0.8297 3.9430 2.0458
H 0.4168 2.3532 2.7705
H 1.2888 4.5848 -0.5436
H -2.7857 5.8951 -0.9379
H -3.5708 3.5489 -0.3863
H -1.9197 1.9050 0.3888
H 1.9986 1.6658 -3.1242
H 0.3666 1.1458 -2.5504
H 0.8224 2.8838 -2.6141
H 4.0300 3.4137 2.2907
H 5.8556 4.3062 0.7709
H 5.8460 3.7570 -1.6489
H 4.0096 2.3024 -2.6238

Its LUMO energy (spin up / spin down) is 2.48 / 0.48 eV. The energy is -3184.9884 Ha. The calculation puts the gap between HOMO and LUMO (spin up / spin down) at 2.86 / 3.10 eV. The value obtained for the strongest force on any atom is 2.43 eV Å⁻¹. The charge is -1. The spin multiplicity is 5.

The natural (NBO) scheme yields these atomic charges, measured in e: -0.255, -0.501, 0.274, -0.276, -0.173, -0.110, -0.106, -0.227, -0.244, -0.345, -0.308, -0.274, 0.108, -0.349, -0.287, -0.311, -0.332, -0.276, -0.182, -0.274, 0.191, 0.175, 0.184, 0.213, 0.205, 0.166, 0.215, 0.212, 0.211, 0.213, 0.203, 0.213, 0.212, 0.211, 0.213, 0.230, 0.201, -0.403, -0.420, 0.135, 0.205, -0.081, -0.242, -0.063, -0.007, -0.238, -0.193, -0.137, -0.437, -0.407, 0.223, 0.131, -0.272, -0.246, -0.241, -0.302, 0.206, 0.191, 0.209, 0.233, 0.221, 0.232, 0.242, 0.205, 0.219, 0.189, 0.208, 0.205, 0.206, 0.211